This record from OMol25 describes C3H6O2 as an isolated structure. The level of theory is the ωB97M-V functional and the def2-TZVPD basis.

XYZ file:
```
11
Properties=species:S:1:pos:R:3:lowdin_charge:R:1
O 1.4170 -0.9390 0.4064 -0.037
C 0.2968 -0.1141 0.5441 -0.406
C -0.0801 1.3282 0.1306 -0.099
O -1.3109 0.7668 -0.4405 -0.099
C -0.5640 -0.5260 -0.5683 -0.148
H 0.9105 -1.7437 0.0656 0.082
H -0.2384 -0.2728 1.4969 0.159
H -0.2991 2.0358 0.9408 0.120
H 0.5757 1.7843 -0.6229 0.124
H -0.5251 -1.8066 -0.3631 0.184
H -0.1825 -0.5130 -1.5896 0.119
```

Summary:
Maximum force ... 3.80 eV Å⁻¹
Electronic energy ... -7299.0137 eV
HOMO-LUMO gap ... 10.82 eV